DFT (ωB97M-V/def2-TZVPD) results for C12H14N2 in the gas phase in a non-equilibrium geometry.

As for the gap between HOMO and LUMO: 0.355 hartree. As for the structure (SMILES): c1ccc([C@]23CC[C@H](CC2)N=N3)cc1. The total charge is 0. The value obtained for the highest occupied orbital energy is -8.80 eV.

Element x y z (Å)
N  0.80043  1.53056  -0.17654
N  0.39866  2.67822  0.27258
C  -1.89375  1.90260  -0.03642
C  -0.13417  0.46194  1.71892
C  -1.45278  0.43798  -0.28864
C  1.03564  -0.80384  -1.79563
C  1.93684  -3.05897  -1.84505
C  1.75510  -1.88710  -2.41570
C  0.95268  -2.00404  0.28878
C  1.44657  -3.09809  -0.45570
C  -0.99163  2.59593  0.93191
C  -0.73065  1.75628  2.21553
C  0.63078  -0.86019  -0.45309
C  -0.02161  0.38314  0.21709
H  2.14229  -1.74774  -3.42622
H  -1.32055  3.63534  1.02912
H  0.89433  0.09303  -2.41027
H  -1.68124  1.58090  2.77265
H  0.51901  -2.15296  1.26138
H  0.01873  2.18811  2.82358
H  2.46847  -3.88242  -2.47828
H  0.88658  0.31933  2.22741
H  -1.63417  0.18132  -1.37162
H  -2.96811  2.02544  0.25174
H  -1.86038  2.42834  -0.99801
H  1.65624  -3.99526  0.06548
H  -0.86928  -0.33164  1.94260
H  -1.98402  -0.37618  0.13238

=====

DFT (ωB97M-V/def2-TZVPD) results for 2 unconnected molecules or ions with the total composition C12H14N2O in a non-equilibrium geometry.

As for the gap between HOMO and LUMO: 0.162 hartree. The total charge is 0. The value obtained for the highest occupied orbital energy is -6.29 eV.

Element x y z (Å)
O  1.38954  0.87745  -1.79196
N  1.14830  -0.69206  0.92141
N  1.56479  -1.94553  2.76074
C  2.76429  0.45788  -1.59936
C  0.98408  -0.35147  4.60591
C  0.85740  0.06727  2.00798
C  -3.18420  -0.49046  -1.89976
C  1.55754  -1.90566  1.39085
C  -2.68015  1.88337  -2.06519
C  0.49018  -0.05247  -1.65749
C  -1.32625  1.61887  -1.94841
C  -3.61914  0.83775  -2.04427
C  -0.88941  0.27625  -1.78873
C  -1.83408  -0.77331  -1.77311
C  1.12838  -0.72642  3.17956
H  0.61049  0.67857  4.68190
H  -4.68143  1.05837  -2.13802
H  2.85931  -0.07735  -0.64768
H  0.49037  1.08700  1.99483
H  -1.44224  -1.78392  -1.65356
H  -3.01963  2.91598  -2.17201
H  0.84134  -1.08014  -1.49551
H  -3.91885  -1.29762  -1.88241
H  -0.57058  2.40438  -1.97503
H  1.84539  -2.73805  0.76074
H  3.33552  1.38495  -1.60088
H  0.27932  -1.02240  5.12325
H  1.94930  -0.41605  5.13412
H  3.07042  -0.19520  -2.42791

=====

DFT (ωB97M-V/def2-TZVPD) results for 2 unconnected molecules or ions with the total composition C12H14NO2 in a non-equilibrium geometry.

As for the gap between HOMO and LUMO: 0.245 hartree. The total charge is -1. The value obtained for the highest occupied orbital energy is -3.78 eV.

Element x y z (Å)
O  3.58100  1.75529  -2.42695
O  2.85783  2.98266  -0.69636
N  -1.41564  -0.19340  2.68579
C  0.32065  -0.46831  1.21102
C  -1.93530  -0.19972  1.41319
C  -3.58058  -0.38513  -0.30058
C  -0.02329  -0.28665  2.52230
C  2.03837  -1.87305  0.18412
C  1.23782  1.91310  -2.15583
C  -3.28021  -0.19189  1.02680
C  -2.55683  -0.49205  -1.26202
C  -1.24377  -0.59199  -0.87598
C  2.67997  2.30216  -1.74594
C  1.75285  -0.50420  0.80968
C  -0.90765  -0.35301  0.45904
H  2.71497  -1.77791  -0.68006
H  -4.04076  -0.16683  1.80101
H  2.40610  -0.27762  1.65983
H  2.04278  0.33482  0.17388
H  2.54127  -2.63514  0.78519
H  -2.83915  -0.53828  -2.30608
H  -0.40886  -0.70261  -1.55817
H  0.58260  -0.28214  3.41572
H  1.15368  0.91484  -1.72065
H  0.38120  2.49986  -1.83455
H  -4.61482  -0.38561  -0.61963
H  1.15836  -2.36167  -0.21757
H  -1.87039  0.16262  3.49486
H  1.26780  1.80187  -3.24206